Below is a molecular structure, C48H124KN9O15 at a distorted geometry, with properties calculated with ωB97M-V with the def2-TZVPD basis set.

Geometry as XYZ:
```
197
Properties=species:S:1:pos:R:3:forces:R:3:lowdin_charge:R:1
K 0.7746 0.2658 -2.9949 0.50 0.34 -0.32 0.72
C -1.6765 -1.0499 0.4676 0.88 2.13 1.55 -0.06
C -1.6138 0.3602 -0.2885 -1.00 -0.28 3.38 -0.47
O -1.0140 0.2988 -1.4512 1.10 -0.17 -1.28 -0.47
H -0.7107 -1.5606 0.5237 0.36 0.40 0.23 0.05
H -2.2364 -1.7001 -0.1140 -1.58 -1.26 -1.08 0.00
H -2.1238 -0.9474 1.5088 0.43 -0.18 -1.16 0.06
H -1.1407 1.1351 0.4416 -0.50 -0.83 -0.66 0.09
H -2.7087 0.6512 -0.3337 0.86 0.11 0.09 0.08
C 3.2768 4.0870 -3.7268 1.20 -1.13 2.79 -0.04
C 1.8570 4.2137 -4.1081 -0.64 0.00 0.42 -0.46
C 1.6841 3.7696 -5.5021 0.55 0.79 -2.63 -0.16
O 2.5303 4.6440 -6.3507 -1.54 -0.05 2.08 -0.21
C 2.9840 4.0948 -7.5250 0.15 -0.66 -0.88 -0.15
N 0.9318 3.4359 -3.2800 0.58 -0.72 0.04 0.08
H 3.4739 4.3721 -2.6472 -0.47 -0.44 -0.94 0.09
H 3.9404 4.7098 -4.2568 0.45 0.82 -1.03 0.07
H 3.6504 3.0470 -3.8559 -0.33 0.42 0.12 0.10
H 1.5475 5.2412 -4.0789 0.11 0.92 -0.01 0.14
H 0.6300 3.8988 -5.7969 0.25 -0.17 -0.21 0.12
H 1.9962 2.7351 -5.6813 -0.05 -0.07 0.26 0.12
H 2.1438 3.7240 -8.1583 0.49 -0.19 0.32 0.09
H 3.7303 3.2791 -7.2890 -0.58 0.64 -0.69 0.10
H 3.4170 4.9327 -8.0972 0.26 -0.55 0.22 0.09
H 1.0636 3.6352 -2.2989 0.18 0.08 0.30 0.06
H -0.0028 3.7279 -3.4934 -0.56 0.11 -0.07 0.04
C 2.9630 4.1973 0.7884 0.72 -1.19 -0.74 -0.07
C 1.8659 4.3582 1.8119 0.87 0.44 1.09 -0.41
C 0.5243 3.9024 1.2388 0.90 1.22 0.68 -0.22
O 0.4145 4.4231 -0.0615 -1.42 -0.62 0.18 -0.18
C -0.9307 4.2164 -0.5216 0.46 -0.06 -1.30 -0.08
N 2.1870 3.6694 3.0975 0.22 1.16 -1.37 0.07
H 2.8074 4.8454 -0.1026 -0.07 -0.56 0.58 0.08
H 2.8909 3.1132 0.4837 0.37 1.05 -0.07 0.07
H 4.0046 4.3985 1.1578 -1.08 -0.20 0.05 0.10
H 1.9026 5.4023 2.1115 -0.67 0.38 -0.19 0.13
H -0.3460 4.1898 1.8472 0.24 0.48 0.14 0.12
H 0.5119 2.8411 1.3295 0.10 -1.34 -0.70 0.09
H -1.6658 4.1960 0.2741 0.03 -0.93 0.46 0.07
H -0.9837 3.3496 -1.2579 -0.13 0.96 1.29 0.09
H -1.2286 5.1404 -0.9825 0.05 0.39 -1.02 0.09
H 1.3937 3.9184 3.6549 -0.30 -0.49 0.90 0.06
H 2.2662 2.6745 2.9859 -0.33 -0.42 0.06 0.04
C -3.9908 -2.6394 5.6667 -0.74 -0.33 -0.29 -0.07
C -2.9792 -1.7329 5.0585 0.36 -0.99 -3.01 -0.46
C -2.4591 -0.7574 6.0359 2.02 0.85 -0.20 -0.24
O -3.3472 0.1645 6.5834 -1.20 -0.08 0.16 -0.18
C -2.6631 1.1687 7.2564 0.80 0.58 0.10 -0.11
N -1.7924 -2.5133 4.4912 -0.70 -0.99 0.39 0.04
H -3.4678 -3.2176 6.4297 -0.43 0.02 0.47 0.08
H -4.3291 -3.3830 4.8959 -0.17 0.78 0.72 0.09
H -4.8204 -1.9730 6.0638 0.77 -1.29 -0.27 0.10
H -3.3803 -1.3208 4.1269 -0.42 0.82 0.67 0.10
H -1.6723 -0.1300 5.5784 0.11 -0.57 -0.20 0.11
H -1.9734 -1.3595 6.7963 0.25 -0.10 0.59 0.13
H -2.3967 0.9367 8.2863 0.06 -0.41 0.13 0.09
H -3.1975 2.0931 7.2790 -1.06 0.40 0.00 0.08
H -1.7544 1.4505 6.7185 0.33 -0.24 -0.01 0.08
H -2.1198 -3.4593 4.1559 0.39 1.46 0.58 0.09
H -1.4404 -2.0451 3.6539 -0.23 -0.07 0.30 0.03
C 0.5609 -3.2884 -2.7685 -1.12 -0.02 -0.69 -0.03
C -0.7614 -3.0695 -3.5428 -0.64 -0.05 2.68 -0.37
C -1.8332 -3.9778 -2.9009 0.46 1.34 -0.36 -0.22
O -2.8785 -4.1617 -3.8218 0.05 -0.40 0.92 -0.17
C -3.9820 -4.7703 -3.1986 -2.51 -0.53 -2.21 -0.13
N -1.1896 -1.6613 -3.4848 0.27 -0.12 0.40 0.01
H 0.8401 -4.3109 -2.5674 -0.07 -0.60 -0.56 0.07
H 0.4712 -2.8993 -1.7875 -0.17 0.90 1.13 0.06
H 1.3499 -2.7933 -3.2727 1.03 0.52 -0.37 0.04
H -0.6610 -3.3082 -4.5536 0.26 -0.73 -1.70 0.11
H -2.1410 -3.4843 -1.9595 -0.31 0.05 -0.27 0.13
H -1.4334 -4.9156 -2.5955 0.49 -1.21 0.08 0.10
H -4.6308 -5.1620 -4.0855 1.08 0.33 1.55 0.12
H -4.6534 -4.0304 -2.7403 0.44 0.04 0.28 0.07
H -3.8170 -5.6136 -2.4979 0.53 0.44 -0.39 0.09
H -1.1792 -1.3126 -2.4962 -0.29 -0.19 -0.87 0.03
H -2.1548 -1.5796 -3.8317 0.44 0.02 0.20 0.07
C 0.2652 0.7601 3.4163 0.12 0.15 -0.80 -0.10
O 1.6287 0.8870 3.8055 -1.23 -0.91 0.42 -0.24
C 1.6661 0.8716 5.2369 0.91 0.02 0.44 -0.21
C 3.0908 1.3338 5.5813 -0.08 -1.48 0.12 -0.21
N 4.0037 0.4641 4.8094 0.55 0.18 -1.67 -0.07
C 5.2285 1.2368 4.4736 -0.71 -0.61 -0.48 -0.19
C 6.2523 0.4069 3.6707 -0.67 -0.14 0.77 -0.20
O 5.7527 0.2213 2.3509 -0.51 -0.02 0.06 -0.22
C 6.4766 -0.7526 1.6565 1.52 -0.47 -0.65 -0.13
H -0.2225 1.5880 3.8665 -1.13 0.57 0.85 0.06
H -0.2313 -0.1959 3.6388 0.45 0.19 0.31 0.08
H 0.1046 0.9678 2.3633 0.61 -0.36 -0.42 0.06
H 1.4265 -0.1528 5.6505 0.21 0.96 -0.50 0.14
H 0.9714 1.6236 5.6541 -0.08 -0.38 -0.20 0.12
H 3.3035 1.1872 6.6867 -0.25 0.46 -1.24 0.14
H 3.1964 2.3737 5.2490 -0.04 0.09 0.39 0.10
H 3.6238 0.3579 3.8444 -0.34 -0.30 1.29 0.09
H 5.5287 1.5730 5.4413 1.25 0.46 0.40 0.11
H 4.8985 2.0897 3.8676 0.45 0.28 0.04 0.11
H 6.3551 -0.5751 4.1942 0.14 0.52 -0.42 0.12
H 7.2242 0.8977 3.5661 0.07 0.05 0.40 0.12
H 7.5965 -0.4734 1.6066 -1.42 -0.45 0.19 0.11
H 6.1434 -0.8271 0.5876 -0.02 0.20 1.06 0.08
H 6.3711 -1.7571 2.1433 0.21 0.83 -0.46 0.06
C 2.5453 -0.5134 -6.7137 0.24 0.07 -0.27 -0.11
O 3.6021 -0.6030 -5.7936 0.10 -0.04 1.28 -0.20
C 3.8189 -1.9101 -5.2531 -1.43 -0.14 -1.81 -0.23
C 4.4449 -1.8937 -3.8975 -1.12 -0.51 0.68 -0.19
N 3.6200 -1.1182 -2.9516 -0.35 -1.00 0.74 -0.05
C 3.8744 -1.3456 -1.5120 -0.36 2.23 0.11 -0.17
C 3.0169 -0.3888 -0.6179 -0.71 -0.23 -0.27 -0.19
O 3.0684 0.9688 -1.0492 -0.62 -0.54 -0.65 -0.23
C 4.3343 1.5634 -0.8941 -1.14 0.74 1.33 -0.10
H 2.3464 0.5499 -6.8641 0.05 -0.07 -0.09 0.07
H 1.6052 -0.9809 -6.3655 0.41 -0.09 -0.09 0.09
H 2.9063 -0.9457 -7.6552 -0.58 -0.06 -0.13 0.09
H 4.4105 -2.4851 -6.0034 -0.06 0.15 0.61 0.13
H 2.8083 -2.4443 -5.1951 1.13 0.65 0.14 0.13
H 5.4666 -1.5813 -3.8597 0.88 0.25 -0.31 0.11
H 4.4097 -2.9717 -3.6766 0.16 0.29 0.65 0.13
H 3.7760 -0.1471 -3.1089 0.11 0.79 -0.38 0.08
H 4.8847 -1.0668 -1.2182 0.59 -0.55 -0.22 0.09
H 3.6399 -2.3328 -1.2211 -0.06 -1.29 0.22 0.10
H 3.3019 -0.4033 0.4420 0.48 -0.37 -0.10 0.12
H 1.9462 -0.6894 -0.5930 0.46 0.27 -0.38 0.11
H 4.5765 1.5818 0.1651 0.52 -0.37 0.27 0.09
H 4.2240 2.6050 -1.1375 0.02 0.34 -0.55 0.07
H 5.0797 1.1061 -1.4775 1.15 -0.63 -0.79 0.08
C 3.2172 -8.1785 -0.5510 -0.96 0.27 0.21 -0.11
O 2.6345 -7.3044 0.4333 -0.64 0.34 -1.79 -0.22
C 1.7275 -6.3844 -0.2629 0.57 -0.62 0.46 -0.22
C 1.3522 -5.3449 0.7487 0.81 1.58 -0.61 -0.21
N 2.6302 -4.6426 1.0526 -1.13 -0.29 0.38 -0.04
C 2.3385 -3.5829 2.0203 -0.48 -0.26 0.52 -0.22
C 3.5854 -3.0037 2.6227 -0.02 0.35 -0.05 -0.24
O 4.2085 -4.0588 3.2977 0.05 -0.01 0.42 -0.18
C 5.5224 -3.7554 3.6588 0.87 -0.96 -0.05 -0.12
H 3.8754 -7.5694 -1.2095 -0.37 -0.61 0.13 0.09
H 2.3850 -8.7068 -1.1348 1.21 0.66 0.56 0.10
H 3.7872 -8.9071 0.0205 0.12 -0.09 -0.24 0.08
H 0.8917 -6.9603 -0.6702 -0.10 0.02 0.08 0.12
H 2.2397 -5.8547 -1.1034 -0.11 -0.53 0.52 0.12
H 0.8690 -5.7082 1.6626 -0.05 -0.27 -0.19 0.12
H 0.7341 -4.5521 0.2932 -0.29 -0.56 0.05 0.11
H 3.2002 -5.3977 1.4107 0.50 0.42 0.54 0.10
H 1.6616 -3.9059 2.8560 0.45 -0.02 -0.47 0.13
H 1.7812 -2.8283 1.4729 -0.08 0.39 -0.04 0.10
H 3.4296 -2.1702 3.3393 -0.29 -0.21 -0.44 0.13
H 4.2281 -2.6402 1.8134 0.16 0.07 -0.10 0.10
H 5.8330 -4.6112 4.2862 0.15 0.54 -0.21 0.10
H 5.6644 -2.8128 4.2339 -0.34 -0.39 -0.39 0.09
H 6.1512 -3.7585 2.7306 -0.18 0.20 0.74 0.09
C -5.1812 3.5238 0.3166 0.28 0.59 0.24 -0.10
O -4.1644 2.8558 1.0043 0.49 -0.27 -0.51 -0.22
C -4.0379 3.1760 2.3681 -0.23 -1.02 -0.10 -0.22
C -3.2079 1.9910 2.9402 -0.30 0.97 0.13 -0.19
N -3.9394 0.7295 2.9574 -0.90 -0.53 -0.68 -0.04
C -5.0797 0.7068 3.9198 0.78 1.51 -0.41 -0.21
C -6.1399 -0.2097 3.5036 0.38 -0.33 -0.95 -0.26
O -6.8259 0.4450 2.4090 0.74 -2.58 0.30 -0.18
C -7.7850 -0.5075 1.9667 -1.90 2.38 -1.38 -0.12
H -5.3015 3.0901 -0.6722 0.18 0.02 -0.05 0.07
H -4.9405 4.5924 0.2567 -0.11 0.05 -0.30 0.09
H -6.1069 3.4294 0.8570 -0.71 -0.09 0.26 0.08
H -5.0574 3.2679 2.7849 0.32 -0.26 0.22 0.11
H -3.5626 4.1365 2.5549 0.40 0.30 -0.21 0.11
H -2.9467 2.2667 3.9805 0.07 -0.34 -0.31 0.12
H -2.2607 1.9351 2.3323 -0.95 -0.18 0.53 0.11
H -4.3188 0.4791 2.0075 0.69 0.73 1.19 0.13
H -5.6518 1.6807 3.9104 0.94 -0.49 0.58 0.13
H -4.7147 0.4210 4.9064 -0.03 0.47 0.02 0.10
H -6.8100 -0.3903 4.3153 -0.87 0.18 0.70 0.11
H -5.7410 -1.2234 3.2964 -0.11 0.37 -0.73 0.13
H -7.5499 -1.3530 1.3269 1.25 -0.19 0.16 0.08
H -8.4412 0.1207 1.2751 0.19 -0.94 1.19 0.11
H -8.2809 -0.8665 2.8626 -0.70 -0.18 -0.15 0.08
C -2.2512 4.4937 -5.0573 -0.60 0.46 1.54 -0.09
O -3.2557 4.3942 -4.0192 0.19 1.17 -1.33 -0.22
C -3.8520 3.1444 -3.8851 0.00 -1.34 0.90 -0.22
C -2.9817 2.4183 -2.7670 -1.23 -0.36 -1.26 -0.19
N -3.2204 0.9743 -2.8488 0.76 -0.17 1.11 -0.04
C -4.4256 0.5288 -2.1288 1.04 0.45 -0.36 -0.23
C -4.6787 -0.9582 -2.1770 -1.61 0.02 -1.28 -0.20
O -4.6041 -1.5568 -3.4655 -0.80 1.08 -1.62 -0.22
C -5.4779 -0.9602 -4.4621 1.17 0.26 0.12 -0.08
H -2.6475 4.6937 -6.0422 -0.55 -0.24 -0.36 0.08
H -1.5923 3.6094 -5.1042 -0.13 0.35 0.19 0.07
H -1.7682 5.4198 -4.7408 0.72 -0.29 -0.29 0.09
H -3.8562 2.5946 -4.8963 0.08 0.38 1.62 0.14
H -4.9260 3.2313 -3.5240 1.15 0.23 -0.59 0.12
H -3.0441 2.9117 -1.7337 -0.44 -0.61 -1.26 0.12
H -1.9520 2.5584 -3.0946 0.17 0.03 0.06 0.08
H -2.3235 0.5885 -2.4285 -1.17 -0.14 -0.24 0.05
H -5.2417 1.0905 -2.5513 -0.74 0.01 -0.26 0.10
H -4.4118 0.7793 -1.0681 -0.03 0.21 0.35 0.09
H -5.7435 -1.1197 -1.7986 1.28 -0.06 0.12 0.14
H -3.9226 -1.5371 -1.6952 0.30 -0.14 1.19 0.10
H -6.4677 -0.8454 -4.0902 -1.11 -0.25 0.58 0.07
H -5.4891 -1.6111 -5.3268 0.06 -0.31 0.00 0.08
H -5.2340 0.0597 -4.8463 0.64 -0.60 0.62 0.09
```
Forces are in eV/Å.

Computed properties:
Gap between HOMO and LUMO ... 7.5929 eV
Total energy ... -4124.15972 Ha
Highest occupied orbital energy ... -7.293 eV